The following is a quantum chemistry calculation of C26H38GeN4W as an isolated structure at a distorted geometry, from the Open Molecules 2025 dataset.

ORCA input file:
```
! RIJCOSX wB97M-V def2-TZVPD def2/J DEFGRID3
* xyz 4 3
W 0.0000 0.0000 0.0000
C 1.9087 1.9441 -0.6712
N 0.6307 1.9387 0.0363
C -0.4015 2.6954 -0.6680
C -1.7764 2.1673 -0.3505
C -2.9058 2.9771 -0.4242
C -4.1480 2.4133 -0.1451
C -4.2245 1.0667 0.1927
C -3.0503 0.3341 0.2281
N -1.8386 0.8521 -0.0497
C 0.7516 2.3035 1.4579
C 0.3930 1.2142 2.4562
C 0.4790 1.4893 3.8226
C 0.1525 0.4922 4.7387
C -0.2509 -0.7516 4.2717
C -0.3097 -0.9434 2.9031
N 0.0013 0.0054 1.9992
C 2.7112 0.7087 -0.3550
C 4.1006 0.6991 -0.4328
C 4.7743 -0.4870 -0.1536
C 4.0450 -1.6205 0.1882
C 2.6646 -1.5222 0.2275
N 1.9886 -0.3910 -0.0501
H 2.4787 2.8564 -0.4545
H 1.7558 1.9184 -1.7580
H -0.2947 2.5865 -1.7551
H -0.3258 3.7681 -0.4499
H -2.8250 4.0243 -0.6919
H -5.0482 3.0185 -0.1900
H -5.1736 0.5970 0.4208
H -3.0451 -0.7196 0.4871
H 0.1200 3.1720 1.6899
H 1.7764 2.6248 1.6895
H 0.7962 2.4662 4.1704
H 0.2128 0.6855 5.8050
H -0.5127 -1.5514 4.9534
H -0.6171 -1.8921 2.4760
H 4.6505 1.5931 -0.7035
H 5.8581 -0.5273 -0.2016
H 4.5370 -2.5583 0.4166
H 2.0413 -2.3708 0.4899
C -4.4865 -5.0803 2.1221
C -3.3523 -4.1015 1.8322
C -2.7574 -4.3444 0.4367
C -1.5833 -3.4083 0.1256
Ge -2.0915 -1.5201 0.0000
C -2.8785 -1.0168 -1.7270
C -4.1947 -1.7079 -2.1245
C -5.4789 -1.1985 -1.4424
C -5.5968 -1.5107 0.0430
H -4.8955 -4.8860 3.1360
H -4.1138 -6.1260 2.0834
H -5.3030 -4.9561 1.3793
H -2.5607 -4.2324 2.6017
H -3.7528 -3.0709 1.9098
H -3.5418 -4.2362 -0.3388
H -2.3773 -5.3887 0.3977
H -1.1324 -3.6947 -0.8478
H -0.8074 -3.5202 0.9125
H -2.7452 -1.0032 1.3008
H -2.1130 -1.3212 -2.4720
H -2.9889 0.0862 -1.7916
H -4.1003 -2.8083 -2.0312
H -4.3364 -1.4875 -3.2056
H -6.3364 -1.6961 -1.9462
H -5.5800 -0.1028 -1.6002
H -5.5053 -2.6027 0.2155
H -6.5911 -1.1776 0.4081
H -4.8394 -0.9600 0.6229
H 0.5395 -1.6605 0.0000
*
```

Results
LUMO energy (spin up / spin down) (eV): -15.06 / -14.87
F_max (eV/A): 13.03

***

The following is a quantum chemistry calculation of C26H38N4OSSi2Ti as an isolated structure at a distorted geometry, from the Open Molecules 2025 dataset.

ORCA input file:
```
! RIJCOSX wB97M-V def2-TZVPD def2/J DEFGRID3
* xyz 2 1
Ti 1.6372 -6.8593 14.6192
N 2.2874 -10.1462 16.6978
C 0.9848 -10.1067 17.1262
C 0.3989 -10.7577 18.1672
C -0.9294 -10.5445 18.3705
C -1.6058 -9.6118 17.6538
C -1.0599 -8.9114 16.5891
C 0.3355 -9.1748 16.3994
N 1.1936 -8.6063 15.5057
C 2.3744 -9.2835 15.7308
C 3.4776 -8.9661 14.8934
C 4.5314 -9.8187 14.6239
S 5.7229 -9.4726 13.4986
C 5.4092 -7.6849 13.2003
N 3.2304 -7.7485 14.2254
H 2.9727 -10.7336 17.1104
H 0.9929 -11.3595 18.8309
H -1.4589 -11.0543 19.1263
H -2.5790 -9.3074 18.0118
H -1.6619 -8.2617 15.9798
H 4.6384 -10.8321 14.9965
H 5.9051 -7.5433 12.2816
C 5.5014 -5.0139 14.8321
Si 6.3966 -6.5491 14.3922
C 7.9791 -6.1841 13.3902
C 6.8057 -7.5265 15.9298
C 3.9585 -7.4169 12.9158
C 3.6817 -5.9857 12.5833
C 4.4985 -5.1353 11.8499
C 4.2014 -3.7905 11.7945
C 3.1190 -3.2590 12.5454
C 2.3441 -4.1508 13.2085
N 2.6187 -5.4872 13.2519
Si 2.8852 -8.3722 11.5486
C 2.9434 -10.2303 11.5513
C 1.1550 -8.0134 12.2541
C 3.1880 -7.7156 9.8676
H 6.1592 -4.4693 15.5111
H 4.5288 -5.1825 15.3215
H 5.2812 -4.3225 14.0074
H 8.7696 -5.5736 13.8083
H 7.7711 -5.5396 12.5128
H 8.3605 -7.0833 12.9593
H 6.8596 -6.7715 16.7361
H 7.8927 -7.6923 15.7130
H 6.3291 -8.3965 16.3785
H 5.2894 -5.5550 11.3066
H 4.8595 -3.1882 11.2248
H 2.8841 -2.1969 12.6446
H 1.5019 -3.8193 13.7726
H 2.6651 -10.7795 12.4715
H 3.8365 -10.6807 11.0073
H 2.1291 -10.4298 10.8706
H 0.8857 -8.6566 13.0908
H 0.4115 -8.4526 11.5289
H 0.8051 -6.9879 12.3552
H 4.2836 -7.5813 9.6267
H 2.6771 -6.7592 9.7826
H 2.8118 -8.4630 9.1161
C 1.0253 -4.0359 17.3281
C 1.6654 -5.3907 17.3174
C 0.8818 -6.2617 18.2620
C 3.2247 -5.4460 17.5685
O 1.5027 -5.8984 15.9742
H 0.7701 -3.7173 18.3669
H 0.1377 -4.0218 16.7364
H 1.6850 -3.2823 16.9332
H 0.8745 -5.8980 19.2770
H 1.1876 -7.3084 18.2123
H -0.2301 -6.2995 17.9705
H 3.4283 -5.6937 18.5874
H 3.7048 -4.4421 17.3573
H 3.6681 -6.2634 16.9683
*
```

Results
LUMO energy (spin up / spin down) (eV): -6.99 / -6.99
F_max (eV/A): 4.22

***

The following is a quantum chemistry calculation of C26H39AsN3O6S2Si3W as an isolated structure at a distorted geometry, from the Open Molecules 2025 dataset.

ORCA input file:
```
! RIJCOSX wB97M-V def2-TZVPD def2/J DEFGRID3
* xyz 1 3
W -0.1143 0.2205 -0.0618
O -2.4099 -2.8662 -0.6330
C -1.6914 -2.0938 -0.0887
O -1.7959 -0.7489 -0.2283
C -0.5334 -2.4000 0.8588
C 0.0046 -3.6491 0.9982
C 1.2953 -3.7761 1.5084
C 2.0534 -2.6265 1.6706
C 1.4521 -1.4025 1.5323
N 0.0813 -1.2755 1.3644
C 2.1952 -0.0975 1.2148
O 3.3550 0.0194 0.9771
O 1.2922 0.9073 1.1890
H -0.5522 -4.4994 0.6246
H 1.7431 -4.7526 1.6369
H 3.1226 -2.6676 1.8326
O -0.6594 0.0246 -4.8140
C -0.4780 -1.2519 -4.4818
C -0.8100 -2.2134 -5.4429
C -0.6669 -3.5474 -5.1552
C -0.1658 -3.9867 -3.9163
C 0.1645 -3.0596 -2.9708
C 0.0023 -1.6792 -3.2251
C 0.3690 -0.7434 -2.2116
O 0.9479 -1.1466 -1.1224
N 0.0981 0.6131 -2.2816
N 1.0449 1.3354 -1.4529
C 1.5463 2.3758 -1.9980
S 2.3175 3.5482 -0.9824
C 3.0180 4.4822 -2.3634
C 2.0138 4.4414 -3.4980
S 1.4947 2.7151 -3.6943
H -0.4024 0.6007 -4.0676
H -1.1875 -1.8743 -6.3982
H -0.9514 -4.2779 -5.9031
H -0.0462 -5.0418 -3.7171
H 0.5663 -3.3617 -2.0143
H 3.9632 4.0243 -2.6497
H 3.1988 5.4991 -2.0183
H 2.4507 4.7642 -4.4410
H 1.1291 5.0370 -3.2780
C -3.5635 5.0515 1.6076
Si -1.8562 4.5230 1.2375
C -0.7520 4.7264 2.7116
C -1.1567 5.5503 -0.1247
As -1.2039 2.3534 0.5077
Si -1.9627 0.8319 2.4581
C -3.2444 2.0165 3.1537
C -2.9672 -0.7293 2.4445
C -0.6216 0.8603 3.7336
Si -2.6730 1.8405 -1.5538
C -3.1987 0.3258 -2.4751
C -2.0205 3.1270 -2.7428
C -4.2963 2.5308 -0.9494
H -3.4496 6.0832 1.9625
H -4.0381 4.4695 2.3932
H -4.2244 5.0614 0.7438
H -0.3315 5.7366 2.6966
H 0.0811 4.0224 2.6815
H -1.2701 4.5927 3.6626
H -1.0957 6.5920 0.2057
H -1.7567 5.5152 -1.0357
H -0.1496 5.2029 -0.3647
H -4.0284 2.2452 2.4280
H -2.7978 2.9568 3.4757
H -3.7171 1.5558 4.0276
H -3.6165 -0.8124 1.5724
H -3.5969 -0.6578 3.3327
H -2.3845 -1.6481 2.5177
H -0.5869 1.8537 4.1836
H 0.3751 0.6284 3.3702
H -0.8765 0.1374 4.5156
H -2.4226 -0.3798 -2.7589
H -3.6757 0.7075 -3.3844
H -3.9289 -0.2291 -1.8855
H -1.5325 2.6819 -3.6107
H -1.3121 3.8135 -2.2801
H -2.8749 3.7131 -3.0972
H -4.6849 2.0084 -0.0704
H -5.0444 2.4499 -1.7455
H -4.1904 3.5829 -0.6918
*
```

Results
Energy above the lowest of the compared OMol25 structures with the same formula, charge and spin (eV): 5.1770
LUMO energy (spin up / spin down) (eV): -3.72 / -4.05
F_max (eV/A): 3.51

***

Number 1 is which compound?
C26H38GeN4W

***

The highest F_max belongs to which entry?
C26H38GeN4W